ORCA calculation (ωB97M-V/def2-TZVPD) on a structure of composition C34H42N4O3S4TeV.

XYZ file:
```
89
C34H42N4O3S4TeV | the Open Molecules 2025 dataset | ωB97M-V/def2-TZVPD
V -0.614 -0.579 1.029
N -4.718 -1.915 1.650
C -3.387 -1.850 1.322
S -2.251 -1.533 2.611
N -3.090 -2.053 0.068
N -1.732 -1.906 -0.113
C -1.144 -2.621 -0.986
C 0.324 -2.613 -0.922
C 1.104 -3.388 -1.769
C 2.469 -3.417 -1.579
C 3.019 -2.671 -0.545
C 2.175 -1.932 0.259
N 0.851 -1.902 0.092
H -4.915 -2.073 2.624
H -5.294 -2.423 0.996
H -1.681 -3.294 -1.646
H 0.629 -3.930 -2.574
H 3.102 -4.001 -2.233
H 4.083 -2.661 -0.360
H 2.558 -1.347 1.085
O -0.865 1.577 1.858
S -2.208 1.879 2.470
C -1.875 1.749 4.246
C -0.946 2.792 4.845
C 0.427 2.963 4.190
C 1.420 1.811 4.405
S 2.041 0.822 3.010
O 0.972 -0.160 2.620
C 2.198 2.071 1.739
C 1.893 1.738 0.430
C 2.076 2.670 -0.582
C 2.586 3.923 -0.278
C 2.928 4.240 1.031
C 2.740 3.315 2.045
C -2.362 3.650 2.300
C -3.414 4.315 2.915
C -3.548 5.682 2.731
C -2.647 6.366 1.924
C -1.614 5.685 1.296
C -1.467 4.316 1.479
H -1.471 0.735 4.302
H -2.844 1.742 4.750
H -0.821 2.549 5.906
H -1.446 3.763 4.817
H 0.872 3.862 4.622
H 0.311 3.165 3.128
H 1.031 1.035 5.070
H 2.342 2.167 4.869
H 1.530 0.750 0.165
H 1.819 2.385 -1.595
H 2.732 4.651 -1.066
H 3.342 5.212 1.267
H 3.009 3.573 3.061
H -4.123 3.773 3.531
H -4.360 6.213 3.210
H -2.757 7.433 1.778
H -0.922 6.216 0.656
H -0.680 3.755 0.988
C -2.859 2.223 -2.407
S -2.961 0.685 -1.501
C -4.623 0.923 -0.868
O -2.089 0.914 -0.285
H -3.616 2.229 -3.193
H -1.860 2.249 -2.839
H -3.011 3.042 -1.703
H -5.332 0.890 -1.695
H -4.673 1.879 -0.346
H -4.815 0.103 -0.178
C 0.933 -0.146 -9.414
C 0.767 -0.074 -7.919
C -0.472 -0.239 -7.320
C -0.637 -0.194 -5.937
C -2.019 -0.372 -5.369
C 0.475 0.021 -5.110
Te 0.245 0.058 -3.000
C 1.735 0.202 -5.704
C 2.968 0.453 -4.881
C 1.858 0.150 -7.089
H -0.034 -0.125 -9.917
H 1.441 -1.066 -9.712
H 1.527 0.689 -9.788
H -1.344 -0.407 -7.945
H -2.743 -0.557 -6.164
H -2.326 0.517 -4.810
H -2.048 -1.199 -4.657
H 3.159 -0.381 -4.202
H 2.840 1.332 -4.246
H 3.838 0.598 -5.523
H 2.840 0.292 -7.532
```

Multiplicity: 4
Charge: 0
Energy relative to the best compared isomer or geometry (same formula, charge and spin) in kcal/mol: 27.61
E_tot in hartree: -4570.278003
HOMO energy (spin up / spin down) in eV: -5.50 / -5.49
<S²>: 3.763
E_LUMO (spin up / spin down) in Eh: 0.0049 / -0.0041

ORCA calculation (ωB97M-V/def2-TZVPD) on a structure of composition C63H58IN2P4SV.

XYZ file:
```
130
C63H58IN2P4SV | the Open Molecules 2025 dataset | ωB97M-V/def2-TZVPD
V -0.302 -0.454 -0.472
C -1.476 1.857 -4.302
N -1.062 1.149 -3.086
P -1.258 1.716 -1.502
C -2.966 2.259 -1.270
C -3.771 1.651 -0.312
C -5.100 2.020 -0.160
C -5.638 3.000 -0.981
C -4.844 3.618 -1.941
C -3.515 3.258 -2.080
C -0.316 3.265 -1.477
C -0.760 4.389 -0.787
C -0.003 5.551 -0.786
C 1.205 5.597 -1.468
C 1.661 4.475 -2.149
C 0.904 3.315 -2.153
P -1.038 -0.547 -2.953
C -2.613 -1.115 -3.644
C -3.762 -1.004 -2.860
C -5.009 -1.284 -3.393
C -5.123 -1.678 -4.719
C -3.989 -1.776 -5.512
C -2.739 -1.491 -4.983
C 0.222 -1.091 -4.126
C 1.248 -0.228 -4.502
C 2.274 -0.676 -5.320
C 2.280 -1.989 -5.768
C 1.261 -2.856 -5.393
C 0.240 -2.413 -4.569
H -2.563 1.893 -4.385
H -1.077 1.335 -5.171
H -1.073 2.870 -4.293
H -3.358 0.891 0.335
H -5.713 1.542 0.593
H -6.675 3.290 -0.872
H -5.263 4.387 -2.576
H -2.903 3.769 -2.813
H -1.699 4.370 -0.248
H -0.359 6.423 -0.253
H 1.787 6.509 -1.479
H 2.597 4.514 -2.692
H 1.250 2.449 -2.707
H -3.690 -0.683 -1.831
H -5.892 -1.195 -2.773
H -6.095 -1.902 -5.137
H -4.076 -2.070 -6.550
H -1.870 -1.559 -5.622
H 1.243 0.801 -4.162
H 3.063 0.003 -5.618
H 3.075 -2.337 -6.414
H 1.265 -3.882 -5.738
H -0.538 -3.107 -4.268
C 2.028 2.919 6.648
S 3.417 2.497 5.584
C 3.246 0.691 5.576
C 2.159 0.185 4.630
C 2.470 0.529 3.183
N 1.414 0.132 2.236
P 1.523 -1.087 1.085
C 1.894 -2.599 1.981
C 0.850 -3.464 2.301
C 1.081 -4.575 3.096
C 2.355 -4.823 3.588
C 3.397 -3.953 3.296
C 3.170 -2.842 2.499
C 2.909 -0.666 -0.006
C 2.783 0.564 -0.656
C 3.685 0.943 -1.642
C 4.723 0.092 -1.986
C 4.847 -1.140 -1.356
C 3.943 -1.524 -0.380
P 0.022 1.012 1.831
C 0.429 2.717 2.276
C -0.043 3.265 3.471
C 0.402 4.509 3.894
C 1.344 5.198 3.148
C 1.829 4.656 1.966
C 1.367 3.428 1.525
C -1.297 0.529 2.975
C -2.516 1.206 2.922
C -3.585 0.782 3.695
C -3.445 -0.323 4.527
C -2.235 -0.997 4.585
C -1.162 -0.575 3.809
H 1.993 4.005 6.715
H 2.168 2.515 7.650
H 1.080 2.571 6.237
H 3.039 0.368 6.597
H 4.220 0.274 5.311
H 1.202 0.637 4.908
H 2.044 -0.900 4.731
H 3.397 0.047 2.861
H 2.628 1.604 3.088
H -0.150 -3.272 1.932
H 0.265 -5.247 3.329
H 2.536 -5.694 4.205
H 4.387 -4.140 3.691
H 3.989 -2.165 2.293
H 1.990 1.255 -0.378
H 3.583 1.908 -2.121
H 5.438 0.386 -2.744
H 5.651 -1.810 -1.635
H 4.022 -2.507 0.061
H -0.753 2.720 4.076
H 0.024 4.928 4.817
H 1.706 6.159 3.490
H 2.567 5.192 1.384
H 1.747 3.032 0.593
H -2.631 2.083 2.293
H -4.523 1.322 3.663
H -4.278 -0.651 5.135
H -2.121 -1.854 5.236
H -0.227 -1.119 3.847
I -2.461 -1.756 0.604
C -1.757 -3.630 0.014
C -2.479 -4.731 0.367
C -1.980 -6.005 0.025
C -0.795 -6.108 -0.642
C -0.049 -4.960 -1.006
C 1.183 -5.096 -1.696
C 1.876 -3.986 -2.064
C 1.378 -2.702 -1.746
C 0.223 -2.490 -1.034
C -0.524 -3.663 -0.679
H -3.417 -4.644 0.899
H -2.543 -6.887 0.296
H -0.403 -7.082 -0.909
H 1.542 -6.091 -1.930
H 2.805 -4.071 -2.616
H 1.952 -1.857 -2.109
```

Multiplicity: 3
Charge: +2
E_tot in hartree: -5549.957502
HOMO energy (spin up / spin down) in eV: -12.15 / -12.15
<S²>: 2.055
E_LUMO (spin up / spin down) in Eh: -0.1891 / -0.1838

ORCA calculation (ωB97M-V/def2-TZVPD) on a cluster of 9 separate species, C27H40F2N2O5 in total at a distorted geometry.

XYZ file:
```
76
C27H40F2N2O5 | the Open Molecules 2025 dataset | ωB97M-V/def2-TZVPD
F 3.326 0.063 2.147
C 3.914 -1.151 2.069
C 3.869 -1.826 0.864
C 4.469 -3.073 0.761
C 4.977 -3.664 1.906
C 4.925 -3.006 3.137
C 4.412 -1.719 3.230
H 3.400 -1.259 0.068
H 4.406 -3.610 -0.176
H 5.318 -4.691 1.909
H 5.317 -3.480 4.027
H 4.360 -1.142 4.142
F 2.515 -5.654 -1.239
C 1.252 -5.187 -1.310
C 0.937 -3.946 -0.817
C -0.401 -3.541 -0.830
C -1.384 -4.365 -1.345
C -1.034 -5.603 -1.875
C 0.285 -6.003 -1.881
H 1.695 -3.293 -0.403
H -0.672 -2.551 -0.485
H -2.425 -4.078 -1.422
H -1.765 -6.258 -2.332
H 0.614 -6.943 -2.308
C -3.089 5.037 3.200
C -2.029 4.201 3.469
C -1.555 3.334 2.482
N -2.176 3.183 1.325
C -3.155 4.050 1.003
C -3.652 4.944 1.920
H -3.488 5.714 3.940
H -1.616 4.241 4.472
H -0.798 2.588 2.693
H -3.671 3.890 0.064
H -4.448 5.628 1.648
C -0.859 2.607 -2.795
C -0.605 2.825 -4.134
C -1.467 2.257 -5.087
N -2.590 1.663 -4.745
C -2.868 1.484 -3.444
C -2.003 1.896 -2.449
H -0.131 2.973 -2.081
H 0.255 3.407 -4.438
H -1.294 2.366 -6.152
H -3.791 0.970 -3.211
H -2.270 1.595 -1.444
C 1.898 -0.135 -3.054
O 2.834 -0.386 -2.010
H 1.456 -1.046 -3.463
H 1.232 0.651 -2.718
H 2.457 0.260 -3.916
H 3.577 -0.936 -2.267
C 2.848 3.192 0.614
O 4.066 3.802 0.223
H 2.068 3.526 -0.082
H 2.856 2.103 0.603
H 2.474 3.621 1.551
H 4.661 3.738 0.976
C -1.770 -1.807 2.714
O -0.436 -2.199 2.451
H -2.408 -1.834 1.825
H -2.160 -2.523 3.441
H -1.802 -0.831 3.215
H -0.012 -1.563 1.856
C -4.498 0.820 0.576
O -5.164 0.499 -0.667
H -3.480 1.088 0.288
H -4.967 1.692 1.027
H -4.480 -0.052 1.222
H -5.695 1.254 -0.926
C -0.349 0.599 0.554
O 0.677 -0.399 0.482
H -1.295 0.323 0.085
H -0.528 0.671 1.624
H 0.006 1.543 0.141
H 0.922 -0.545 -0.440
```

Structure (SMILES): Fc1ccccc1.Fc1ccccc1.c1ccncc1.c1ccncc1.CO.CO.CO.CO.CO
Charge: 0
Energy relative to the best compared isomer or geometry (same formula, charge and spin) in kcal/mol: 0.00
E_tot in hartree: -1738.142494
HOMO energy in eV: -9.04
E_LUMO in Eh: 0.0197

ORCA calculation (ωB97M-V/def2-TZVPD) on a structure of composition C3H5O4Pm at a distorted geometry.

XYZ file:
```
13
C3H5O4Pm | the Open Molecules 2025 dataset | ωB97M-V/def2-TZVPD
O -1.461 1.236 -0.725
C -0.354 -0.417 0.253
C -2.711 0.759 -0.273
O 0.438 -0.024 1.162
O -1.455 -1.108 0.589
C -2.650 -0.752 -0.119
H -3.475 1.023 -1.016
H -2.937 1.205 0.711
H -2.641 -1.239 -1.105
H -3.479 -1.113 0.499
Pm 2.658 -0.238 -0.087
O 0.176 -0.568 -0.964
H -0.824 0.540 -1.451
```

Multiplicity: 6
Charge: +1
Energy relative to the best compared isomer or geometry (same formula, charge and spin) in kcal/mol: 54.48
E_tot in hartree: -1026.326153
HOMO energy (spin up / spin down) in eV: -12.80 / -12.85
<S²>: 8.756
E_LUMO (spin up / spin down) in Eh: -0.2052 / -0.2021

ORCA calculation (ωB97M-V/def2-TZVPD) on a cluster of 24 separate species, ClH46O23 in total at a distorted geometry.

XYZ file:
```
70
ClH46O23 | the Open Molecules 2025 dataset | ωB97M-V/def2-TZVPD
Cl -0.211 -0.265 0.132
O -5.506 1.382 0.296
H -5.145 1.456 -0.588
H -4.759 1.540 0.874
O -0.509 4.235 3.073
H -0.169 3.662 2.385
H -0.675 5.068 2.631
O 4.991 -1.059 0.747
H 4.136 -0.771 0.427
H 5.119 -0.573 1.561
O 3.774 3.986 -0.298
H 3.135 3.331 -0.579
H 4.512 3.875 -0.897
O 1.372 -3.790 1.685
H 1.269 -2.902 1.342
H 1.188 -3.708 2.621
O -0.779 -1.986 -4.291
H -0.995 -2.542 -3.542
H -0.871 -1.093 -3.961
O -3.853 1.317 -2.237
H -4.291 1.887 -2.869
H -2.997 1.140 -2.628
O -3.527 -0.745 -0.015
H -2.659 -0.616 0.366
H -3.582 -0.093 -0.713
O 2.744 -0.243 -1.115
H 3.109 -0.690 -1.879
H 1.858 -0.596 -1.033
O -0.937 -5.220 0.943
H -0.964 -5.214 -0.014
H -0.053 -4.923 1.160
O -1.442 0.518 -2.802
H -0.963 0.249 -2.018
H -0.846 1.113 -3.256
O -0.176 -3.642 -1.596
H -1.123 -3.591 -1.472
H 0.138 -2.756 -1.415
O -2.649 -2.883 -1.344
H -2.752 -2.128 -0.765
H -3.543 -3.122 -1.588
O -0.087 -2.726 4.188
H -0.857 -2.635 3.627
H -0.180 -2.030 4.839
O 0.156 2.746 0.978
H -0.110 1.829 0.921
H 0.755 2.869 0.242
O -2.042 3.930 -0.319
H -1.299 3.627 0.202
H -1.680 4.620 -0.875
O -1.453 -2.426 2.016
H -1.722 -3.205 1.529
H -0.940 -1.916 1.388
O 3.488 2.188 2.867
H 3.358 1.682 2.065
H 3.636 3.084 2.564
O -3.913 -2.599 3.479
H -2.965 -2.610 3.347
H -4.177 -1.707 3.251
O 1.812 2.295 -1.306
H 1.290 2.174 -2.099
H 2.350 1.505 -1.250
O 2.250 -0.595 2.055
H 1.888 -0.146 2.819
H 1.504 -0.708 1.466
O 0.727 2.301 -3.701
H 0.358 3.135 -3.990
H 1.340 2.057 -4.394
O 5.037 1.576 -0.925
H 5.701 1.207 -1.507
H 4.404 0.869 -0.804
```

Charge: -1
Energy relative to the best compared isomer or geometry (same formula, charge and spin) in kcal/mol: 29.98
E_tot in hartree: -2218.498170
HOMO energy in eV: -8.30
E_LUMO in Eh: 0.0428

ORCA calculation (ωB97M-V/def2-TZVPD) on a cluster of 3 separate species, C4H15NO2 in total at a distorted geometry.

XYZ file:
```
22
C4H15NO2 | the Open Molecules 2025 dataset | ωB97M-V/def2-TZVPD
C -2.102 -0.690 0.562
C -2.906 -0.827 -0.754
C -4.286 -0.192 -0.597
C -2.084 -0.136 -1.856
N -0.856 -0.853 -2.203
H -1.706 0.320 0.630
H -1.311 -1.443 0.592
H -2.666 -1.008 1.449
H -2.935 -1.880 -1.005
H -4.543 0.447 -1.458
H -5.089 -0.910 -0.493
H -4.279 0.501 0.227
H -1.785 0.861 -1.535
H -2.668 -0.065 -2.765
H -0.934 -1.863 -2.251
H -0.090 -0.741 -1.548
O 7.418 0.289 1.996
H 6.793 -0.207 2.537
H 7.128 0.093 1.098
O 6.022 2.691 2.230
H 6.851 2.199 2.290
H 6.028 3.415 2.853
```

Structure (SMILES): CC(C)CN.O.O
Charge: 0
Energy relative to the best compared isomer or geometry (same formula, charge and spin) in kcal/mol: 21.79
E_tot in hartree: -366.616434
HOMO energy in eV: -9.03
E_LUMO in Eh: 0.0340

ORCA calculation (ωB97M-V/def2-TZVPD) on a structure of composition C23H28N4PPd.

XYZ file:
```
57
C23H28N4PPd | the Open Molecules 2025 dataset | ωB97M-V/def2-TZVPD
Pd -0.158 -0.289 0.314
C 5.160 -2.679 0.689
C 5.017 -1.824 -0.400
C 3.948 -0.946 -0.455
C 2.989 -0.997 0.568
C 3.092 -1.888 1.643
C 4.211 -2.695 1.714
N 1.962 -0.038 0.602
C 2.345 1.222 0.661
C 3.718 1.644 0.832
C 4.021 2.974 0.842
C 2.999 3.937 0.749
C 1.644 3.594 0.646
C 1.323 2.263 0.614
N 0.039 1.749 0.506
N -0.942 2.512 0.613
C -2.161 1.910 0.411
C -3.273 2.736 0.463
C -4.512 2.215 0.103
C -4.545 0.909 -0.334
C -3.376 0.137 -0.337
N -2.190 0.579 0.056
H 6.016 -3.338 0.744
H 5.750 -1.825 -1.195
H 3.831 -0.260 -1.284
H 2.360 -1.878 2.440
H 4.352 -3.340 2.571
H 4.482 0.897 0.990
H 5.043 3.302 0.971
H 3.263 4.987 0.793
H 0.883 4.360 0.594
H -3.142 3.769 0.755
H -5.404 2.825 0.137
H -5.464 0.450 -0.671
H -3.444 -0.885 -0.665
C 1.912 -4.109 -0.496
C 0.461 -3.779 -0.795
P -0.504 -2.605 0.222
C -2.201 -2.904 -0.399
C -2.564 -4.316 -0.873
C -0.406 -3.104 1.979
C -1.105 -4.423 2.316
H 2.190 -4.987 -1.077
H 2.065 -4.354 0.552
H 2.584 -3.305 -0.781
H -0.132 -4.692 -0.683
H 0.326 -3.467 -1.835
H -2.325 -2.217 -1.241
H -2.877 -2.600 0.406
H -1.999 -4.607 -1.755
H -3.618 -4.330 -1.146
H -2.417 -5.065 -0.098
H -0.815 -2.286 2.578
H 0.658 -3.174 2.222
H -2.174 -4.377 2.116
H -0.979 -4.635 3.376
H -0.679 -5.259 1.762
```

Charge: +3
Energy relative to the best compared isomer or geometry (same formula, charge and spin) in kcal/mol: 9.16
E_tot in hartree: -1580.437401
HOMO energy (spin up / spin down) in eV: -18.05 / -18.18
E_LUMO (spin up / spin down) in Eh: -0.4739 / -0.4709